(1)
Entry from the Open Molecules 2025 dataset: C5H4F3NO7PdS as an isolated structure in a non-equilibrium geometry (ωB97M-V with the def2-TZVPD basis set).

```
22
Properties=species:S:1:pos:R:3:forces:R:3:nbo_charge:R:1
Pd -4.62168 1.57337 -1.74831 -0.358 0.107 -0.301 0.991
S -0.44924 1.32438 0.31951 1.053 1.575 -0.515 1.997
F -2.97494 2.02688 0.65622 0.464 -0.515 -0.265 -0.252
F -2.69585 -0.13246 0.73658 0.173 0.714 -0.422 -0.253
F -2.66553 0.92321 -1.20304 0.178 0.040 0.646 -0.325
O -0.50825 -2.28927 2.54864 -0.167 -0.451 0.983 -0.423
O -0.21818 1.75037 1.63963 -0.370 -0.368 0.822 -0.744
O -0.18585 2.18668 -0.77654 -0.266 -0.018 -0.824 -0.812
O 0.65924 -0.84854 1.25845 0.136 0.722 0.049 -0.423
O 2.86433 -0.29117 0.26586 -0.989 -0.255 0.459 -0.362
O 4.79182 0.61336 0.85552 0.011 -0.375 0.449 -0.016
O -0.74872 -2.25678 0.31308 -0.818 -0.154 -0.409 -0.435
N 4.15150 0.39978 -0.03653 0.735 0.848 -0.924 0.492
C -0.25974 -1.88627 1.49584 0.250 0.209 -0.172 0.951
C -0.30761 -1.40570 -0.69195 0.123 0.502 -0.919 -0.125
C 0.51151 -0.32542 0.01203 0.170 -2.438 0.910 0.120
C 1.86318 0.04350 -0.65618 1.162 0.599 0.510 -0.115
C -2.32995 0.99267 0.15733 -0.884 -0.607 0.620 0.784
H 0.30771 -1.96026 -1.38883 0.427 -0.152 -0.124 0.259
H 1.98606 -0.53631 -1.55901 -0.303 -0.266 -0.389 0.243
H -1.09800 -0.99900 -1.31565 -0.535 -0.085 0.091 0.213
H 1.92820 1.09698 -0.88266 -0.194 0.370 -0.275 0.237
```
Forces are in eV/Å.

Properties
Energy above the lowest of the compared OMol25 structures with the same formula, charge and spin (kcal per mole): 0.00
Net charge: +2
E_tot (eV): -43509.29827



(2)
Entry from the Open Molecules 2025 dataset: a 2-piece molecular cluster, C5H4F3OS overall in a non-equilibrium geometry (ωB97M-V with the def2-TZVPD basis set).

```
14
Properties=species:S:1:pos:R:3:forces:R:3:nbo_charge:R:1
S 1.38352 2.89054 0.65397 -0.794 0.778 0.708 -0.300
F 1.60871 -1.78894 0.37696 0.187 0.189 0.434 -0.339
F -0.47222 -2.25153 0.37703 -1.301 -1.607 1.141 -0.344
F 0.50242 -1.92129 -1.49412 0.067 0.704 1.036 -0.406
O 2.58988 1.00368 -0.72519 1.260 -0.831 -0.888 -0.563
C 0.05883 -0.02559 -0.07321 1.501 0.751 -0.006 -0.365
C -1.00163 0.25626 0.91264 0.977 4.112 -1.069 -0.437
C -1.31235 0.27979 -0.57952 0.131 -1.475 1.028 -0.436
C 0.41701 -1.43741 -0.13573 1.173 0.117 -2.931 0.955
C 1.74681 1.52027 -0.11623 -1.405 -1.275 -0.108 0.435
H -1.36163 1.18751 -1.05413 -0.325 2.283 -0.882 0.200
H -1.34592 -0.51067 1.46955 -1.332 -2.269 1.764 0.193
H -0.84833 1.24888 1.45799 -0.478 -1.315 -0.773 0.214
H -1.96510 -0.45149 -1.07001 0.339 -0.163 0.545 0.193
```
Forces are in eV/Å.

Properties
Net charge: -1
E_tot (eV): -26284.74409



(3)
Entry from the Open Molecules 2025 dataset: C5H4FNO in the gas phase in a non-equilibrium geometry (ωB97M-V with the def2-TZVPD basis set).

```
12
Properties=species:S:1:pos:R:3:forces:R:3:nbo_charge:R:1
F 2.21401 -1.33869 -0.02985 -2.136 1.424 -0.548 -0.336
O -1.03397 0.13308 0.13878 2.150 0.039 -0.546 -0.459
N 2.42328 1.83581 -0.04566 -6.681 -7.354 2.168 -0.216
C -3.33467 0.57407 -0.16759 4.220 0.199 1.087 -0.476
C -2.28172 -0.22002 0.18542 -4.762 -1.768 0.521 0.139
C -0.19006 -0.89207 -0.15867 5.209 4.001 1.455 0.136
C 1.12098 -0.38912 -0.08663 -1.127 -5.493 0.350 0.202
C 1.61435 0.87007 0.15771 7.210 9.095 -2.543 0.180
H -4.20135 0.04981 -0.25690 -2.720 -0.759 0.150 0.209
H -3.22449 1.67178 -0.29588 -0.114 -1.112 -0.378 0.226
H -0.40142 -1.93229 -0.20115 -0.664 -0.497 -0.245 0.228
H -2.36339 -1.31391 0.65048 -0.585 2.225 -1.471 0.166
```
Forces are in eV/Å.

Properties
Energy above the lowest of the compared OMol25 structures with the same formula, charge and spin (kcal per mole): 106.16
Structure (SMILES): C=CO/C=C(/F)C#N
E_tot (eV): -11499.96936